Entry 1:
Computed, not measured: a molecular structure, C6H8AgO6 at a distorted geometry, with ωB97M-V/def2-TZVPD.

The value obtained for the gap between HOMO and LUMO (alpha / beta) is 6.48 / 7.04 eV. Its calculated total energy is -22632.10240 eV. The multiplicity is 2.

```
21
Properties=species:S:1:pos:R:3:forces:R:3:lowdin_charge:R:1
O -1.893313 -0.387781 1.207084 1.0258 -0.7483 0.0461 0.042
C -2.013640 0.653473 0.363261 -4.3039 2.5194 3.0591 -0.563
C -2.562797 -1.544005 0.698473 0.2914 -0.1666 -0.0869 -0.108
O -2.062373 1.795897 0.809668 2.0532 -1.6335 -1.6207 0.118
O -2.770735 0.300948 -0.692329 0.5005 -0.2552 -1.2285 0.040
C -3.334068 -1.001964 -0.509272 0.3145 -0.0931 -0.2187 -0.105
H -3.216321 -1.942036 1.483264 0.2223 0.1470 -0.1675 0.132
H -1.812811 -2.295462 0.423540 -0.1976 0.1153 0.0529 0.128
H -4.411180 -0.905354 -0.323834 0.2775 0.0993 -0.0402 0.132
H -3.164131 -1.582788 -1.422323 -0.1158 0.0910 0.2310 0.128
O 3.366900 -0.708542 0.491542 -0.0415 -0.2345 0.0972 -0.076
C 3.720648 0.276775 -0.203034 0.2789 -1.3886 0.1335 -0.818
C 0.795499 1.038221 -0.676859 0.3400 0.0063 -0.3906 0.075
O 4.659091 0.226648 -1.037339 0.8070 -0.2919 -0.1671 -0.085
O 3.110163 1.464910 -0.071947 0.1883 0.5434 -0.5872 -0.004
C 1.751244 1.501208 0.367538 -0.6042 -0.1276 1.0258 -0.247
Ag 5.437662 -2.079993 -0.500673 -1.1304 1.6156 0.0782 0.830
H 0.749362 -0.024642 -0.919767 -0.0417 0.2763 0.1040 0.067
H 0.435593 1.757881 -1.414071 -0.0250 -0.2973 0.2463 0.069
H 1.655453 0.908497 1.293177 0.0293 0.0765 -0.3786 0.121
H 1.559749 2.548117 0.633909 0.1315 -0.2534 -0.1881 0.124
```
Forces are in eV/Å.

Entry 2:
Computed, not measured: C3H4N2 in the gas phase at a distorted geometry, with ωB97M-V/def2-TZVPD.

The value obtained for the gap between HOMO and LUMO is 9.68 eV. Its calculated total energy is -6155.26281 eV. The multiplicity is 1. Its structure (SMILES) is c1c[nH]cn1.

```
9
Properties=species:S:1:pos:R:3:forces:R:3:lowdin_charge:R:1
C -0.304268 -0.767879 0.962606 -1.0340 -0.3215 -2.0910 -0.192
C -0.955947 -0.311419 -0.194045 3.0268 1.3420 1.0596 -0.093
N 0.046083 0.478751 -0.800229 -2.4450 1.1670 -1.7771 -0.009
C 1.180106 0.469104 -0.073439 -2.6261 -1.7381 2.1513 -0.185
N 0.968310 -0.293345 1.040777 1.0919 0.5236 -1.4708 0.026
H -0.731697 -1.635318 1.465634 0.5091 0.6601 0.8331 0.093
H -1.974659 -0.147936 -0.444092 -0.5425 -0.4863 -0.4042 0.084
H -0.223096 1.137180 -1.595717 1.0343 -1.3947 1.6007 0.177
H 1.995166 1.070860 -0.361494 0.9856 0.2480 0.0984 0.098
```
Forces are in eV/Å.

Entry 3:
Computed, not measured: a molecular structure, C16H66NO20PS at a distorted geometry, with ωB97M-V/def2-TZVPD.

The value obtained for the gap between HOMO and LUMO is 9.19 eV. Its calculated total energy is -80217.92427 eV. The multiplicity is 1.

```
105
Properties=species:S:1:pos:R:3:forces:R:3:lowdin_charge:R:1
N 1.725707 -0.271641 0.413105 0.1988 0.9996 0.1052 0.062
C 1.627626 1.019644 -0.272460 2.0149 0.2877 1.5108 -0.275
O 0.666694 1.058736 -1.382012 -2.5567 -1.1545 2.5123 -0.205
P -0.893972 0.636314 -0.971385 -1.6420 0.1490 -4.6692 0.571
O -1.738284 0.840096 -2.219689 1.6364 -0.0977 2.7238 -0.283
O -1.590284 1.601050 0.212407 0.5710 -0.9193 -1.7952 -0.230
O -0.942432 1.477475 1.451420 1.4681 -0.7774 1.1529 -0.089
O -0.996735 -1.032613 -0.625891 0.0550 2.3346 0.7068 -0.645
S -2.233807 -1.361149 0.474435 -0.2878 -0.6255 0.4304 0.790
H 1.435582 -0.175609 1.397144 0.1304 0.0271 -0.6091 0.055
H 2.705083 -0.586965 0.407611 -0.7367 -0.0692 -0.1883 0.055
H 1.407613 1.829647 0.473362 -0.1625 -0.6781 -0.9775 0.100
H 2.631755 1.262007 -0.713274 -1.2190 -0.1947 -0.0394 0.135
H -1.425140 2.027289 2.086367 -0.6377 0.2515 -0.3273 0.081
H -3.188603 -2.060015 -0.237181 0.8334 0.6344 -0.3068 -0.102
C -2.041573 -5.297786 -0.538438 -0.0598 0.3148 0.1261 -0.139
O -1.319154 -4.400904 -1.378753 -0.2508 -0.2203 -0.0208 -0.137
H -2.088279 -6.270569 -1.025939 0.0615 0.0775 -0.0284 0.080
H -1.531725 -5.401541 0.422379 -0.1164 -0.1376 0.0315 0.090
H -3.057375 -4.924762 -0.380859 -0.0394 -0.1462 0.0750 0.073
H -1.290182 -3.550511 -0.928036 0.2694 0.0668 -0.1054 0.034
C 2.029325 -1.298325 -4.135864 -0.1697 0.1721 0.2161 -0.148
O 2.098555 -0.779698 -2.813674 0.0782 -0.0241 -0.1893 -0.140
H 2.843763 -2.008756 -4.274576 -0.0137 0.0437 0.0694 0.073
H 1.075762 -1.810949 -4.287019 0.0519 -0.0345 -0.1974 0.075
H 2.132838 -0.486995 -4.862022 -0.0109 -0.1360 -0.1655 0.077
H 1.369161 -0.153041 -2.710950 0.2518 -0.1848 0.0854 0.033
C -1.880798 3.097071 5.062061 -0.0796 -0.2192 0.0727 -0.123
O -2.554617 3.157574 3.805612 0.1957 0.0030 -0.4059 -0.128
H -0.907648 3.575722 4.959353 -0.1085 0.0572 -0.1122 0.080
H -2.464198 3.625125 5.819814 0.1453 -0.0053 0.0863 0.081
H -1.743062 2.054723 5.358296 0.0464 0.0816 0.1806 0.056
H -3.409682 2.731554 3.917504 0.0000 0.0197 -0.1052 0.087
C 0.759812 -6.731913 -3.101586 -0.2117 0.2769 0.2517 -0.157
O 0.791106 -6.230247 -1.774047 0.0523 -0.2134 0.0332 -0.140
H 1.587708 -7.428190 -3.232826 -0.0227 0.0321 0.0576 0.075
H -0.182439 -7.257421 -3.281820 0.0760 -0.0969 -0.2044 0.058
H 0.866597 -5.906908 -3.812252 0.0123 -0.1222 -0.1699 0.076
H 0.047072 -5.615754 -1.682631 0.3285 0.1798 -0.0340 0.015
C 1.737778 4.127695 2.534791 0.3634 -0.2454 0.0413 -0.140
O 2.497872 2.954057 2.257648 0.0182 0.0017 0.0151 -0.143
H 0.736597 3.998179 2.136329 0.1445 -0.0267 -0.0635 0.046
H 1.678386 4.284581 3.616349 -0.0952 0.1835 -0.0110 0.078
H 2.204721 4.993542 2.059286 -0.2229 0.1354 0.0666 0.085
H 3.381251 3.091760 2.619393 -0.0152 -0.2377 0.0939 0.049
C 5.714884 0.996251 3.447236 0.1405 0.0696 0.3421 -0.142
O 5.011400 2.091700 4.021123 -0.1638 0.0702 -0.1805 -0.120
H 5.324401 0.817223 2.446023 -0.0903 0.1634 0.0707 0.058
H 6.779562 1.231565 3.382241 0.0107 -0.1657 -0.1550 0.087
H 5.567648 0.100988 4.058087 0.0630 -0.1061 -0.1262 0.084
H 5.368321 2.232133 4.902120 -0.0486 0.0848 -0.0163 0.080
C -2.168107 -9.680855 -4.833793 -0.1919 0.2233 0.1248 -0.161
O -2.140605 -9.175354 -3.504661 0.0786 -0.0773 0.0426 -0.135
H -1.340280 -10.376920 -4.957401 -0.0217 0.0579 0.0980 0.078
H -3.109811 -10.205840 -5.014928 0.0685 -0.0637 -0.1798 0.073
H -2.058169 -8.860582 -5.548091 0.0161 -0.1336 -0.1501 0.076
H -2.877438 -8.564477 -3.417362 0.0372 0.0099 0.0673 0.071
C 5.619355 -2.394992 0.056403 0.0836 -0.0208 0.1484 -0.129
O 4.901300 -1.300583 0.621837 0.0093 0.3026 -0.0166 -0.140
H 5.240927 -2.576242 -0.947574 -0.0661 0.0994 0.0888 0.086
H 6.684206 -2.154676 0.002668 0.0192 -0.1362 -0.0888 0.078
H 5.472102 -3.290705 0.664207 0.0630 -0.0730 -0.1279 0.081
H 5.249186 -1.157434 1.506947 -0.1267 -0.0701 0.0389 0.053
C 6.359635 2.661372 -0.320990 -0.1171 -0.2915 0.0845 -0.147
O 7.153842 1.638195 0.267711 0.1187 0.0247 0.0858 -0.134
H 6.998612 3.516294 -0.536071 0.0389 -0.0939 0.0527 0.078
H 5.915651 2.300439 -1.252127 -0.0785 0.1745 -0.0239 0.079
H 5.569994 2.967162 0.371402 -0.0680 0.1446 -0.1270 0.069
H 6.569357 0.894646 0.447398 0.0235 -0.0482 -0.1216 0.040
C -3.332060 -0.864468 -5.126358 0.3069 0.1602 0.2072 -0.167
O -1.914716 -0.777749 -5.088715 0.0732 -0.0760 -0.1872 -0.137
H -3.618856 -1.561711 -5.911827 0.0684 0.0280 0.0376 0.064
H -3.707655 -1.228950 -4.166889 -0.2194 0.0138 -0.0825 0.075
H -3.759349 0.118254 -5.343670 -0.2201 -0.0918 0.0063 0.078
H -1.687178 -0.157351 -4.388228 0.0141 0.0221 0.1946 0.037
C -1.708583 6.530763 1.379383 -0.0864 -0.3484 0.1128 -0.139
O -0.909164 5.517082 1.983065 0.0088 0.0620 0.0320 -0.144
H -1.079296 7.391338 1.164865 0.0216 -0.1114 0.0362 0.068
H -2.137404 6.157660 0.447366 -0.0573 0.2117 -0.0260 0.076
H -2.507520 6.830068 2.062588 -0.0569 0.1563 -0.1446 0.083
H -1.487608 4.768113 2.162582 -0.0249 0.0260 0.1234 0.048
C -6.530279 -2.293174 -7.220686 -0.1906 0.2264 0.1386 -0.162
O -6.476780 -1.776166 -5.896874 0.0787 -0.0941 0.0297 -0.132
H -5.712369 -2.999937 -7.350554 -0.0179 0.0591 0.0928 0.077
H -7.480617 -2.808893 -7.382866 0.0658 -0.0689 -0.1818 0.073
H -6.421780 -1.480712 -7.944072 0.0163 -0.1379 -0.1509 0.077
H -7.204731 -1.155968 -5.803567 0.0468 0.0170 0.0813 0.073
C 0.178768 -0.637438 4.492378 0.0395 0.2788 -0.0029 -0.140
O 0.869989 0.248007 3.619014 -0.0497 -0.1614 -0.0120 -0.133
H 0.095038 -1.609022 4.007396 0.0488 0.0893 -0.0522 0.084
H 0.733922 -0.748032 5.428028 -0.1226 -0.1342 0.0643 0.079
H -0.822972 -0.251370 4.700992 -0.0540 -0.1715 0.1156 0.062
H 0.933607 1.096666 4.066833 0.1951 0.0817 -0.2066 0.070
C -1.205645 9.237085 -1.132711 -0.1678 -0.2020 -0.1909 -0.163
O -2.442938 8.613765 -0.810104 -0.0380 0.1155 0.0731 -0.138
H -0.878230 9.823256 -0.275391 -0.0967 -0.0529 -0.0039 0.079
H -0.452034 8.477727 -1.358519 0.1418 0.1398 -0.0095 0.078
H -1.333485 9.898927 -1.993078 0.1926 0.0666 0.0293 0.075
H -2.712780 8.103000 -1.578434 -0.0679 -0.0138 0.0540 0.078
C -3.510719 0.825232 7.892464 0.0990 -0.2952 0.0303 -0.149
O -2.494446 0.312399 7.037410 0.0195 0.1090 -0.0970 -0.144
H -3.710178 1.858963 7.614138 0.0769 -0.0609 -0.0416 0.071
H -4.425983 0.239069 7.778476 -0.0891 0.1330 0.1111 0.079
H -3.176430 0.791174 8.932230 -0.1604 0.1084 0.0433 0.079
H -2.333914 -0.598519 7.299420 0.0632 0.0080 -0.0738 0.077
```
Forces are in eV/Å.